Density functional theory data (ωB97M-V/def2-TZVPD) for an isolated molecule of C6H10 in a non-equilibrium geometry.

XYZ file:
```
16
Properties=species:S:1:pos:R:3:forces:R:3
C 1.45059 -0.15899 0.93059 -0.048 0.017 -0.304
C 0.52242 -0.78748 -0.11913 0.133 -2.013 0.468
C -0.94446 -0.82391 0.06086 -0.044 -0.201 0.748
C -1.26338 0.65480 0.34555 -0.167 0.162 0.221
C -0.27831 1.06971 -0.79100 -1.403 0.416 -1.303
C -0.61098 -0.46128 -1.33507 3.679 1.241 1.661
H 1.74520 -1.01424 1.55851 0.005 0.259 -0.140
H 0.99483 0.57409 1.60914 -0.035 -0.171 -0.362
H 2.37173 0.27913 0.52889 -0.149 -0.031 -0.112
H 1.06206 -1.53431 -0.66000 -0.008 -1.388 0.627
H -1.44517 -1.70254 0.44726 -0.443 0.127 -0.217
H -2.27566 0.94255 0.05958 -0.027 -0.237 0.170
H -1.04906 0.99238 1.36508 0.012 0.206 -0.195
H 0.67542 1.50817 -0.36144 -0.552 -1.154 -1.040
H -0.56173 1.73192 -1.57435 -0.940 1.263 -0.016
H -0.39350 -1.27000 -2.06446 -0.014 1.504 -0.206
```
Forces are in eV/Å.

The value obtained for the energy above the lowest of the compared OMol25 structures with the same formula, charge and spin is 460.0 kJ/mol. Its SMILES is C[C@H]1[C@H]2CC[C@@H]12.



Density functional theory data (ωB97M-V/def2-TZVPD) for a cluster of 10 separate species, C14H47N3O11 in total in a non-equilibrium geometry.

XYZ file:
```
75
Properties=species:S:1:pos:R:3:forces:R:3
C 0.36503 0.13614 1.03713 0.662 -0.095 -0.182
C 1.61949 -0.74806 1.12727 -0.071 0.104 0.417
N 2.55841 -0.39359 0.07170 -0.106 0.060 -0.657
O 3.56626 -1.43098 0.00007 0.100 -0.057 -0.016
C 3.65477 -1.90425 -1.29004 0.086 -1.746 -0.359
O 3.44725 -3.08165 -1.51104 0.049 1.931 0.330
N 4.20802 -1.03480 -2.28586 -0.210 0.041 0.272
C 3.36243 -0.01650 -2.91947 0.041 -0.235 -0.173
C 2.23886 -0.64166 -3.68486 -1.051 0.451 -0.037
N 1.08114 -0.09722 -3.64014 0.764 -0.375 -0.143
H -0.50882 -0.44860 1.30715 -0.136 0.185 0.087
H 0.28785 0.52131 0.01968 -0.213 -0.094 -0.051
H 0.46316 0.99018 1.70490 -0.170 0.030 0.057
H 1.36851 -1.80094 1.02592 0.010 -0.023 -0.225
H 2.08060 -0.63023 2.11374 0.007 -0.152 0.049
H 3.07469 0.44509 0.31914 0.113 -0.009 0.086
H 5.04475 -0.60485 -1.91556 -0.065 0.124 0.177
H 4.00020 0.52819 -3.62180 0.037 -0.099 -0.042
H 2.92070 0.70929 -2.24607 -0.022 0.095 0.266
H 2.44604 -1.54155 -4.26867 0.126 -0.048 0.089
H 0.40883 -0.61659 -4.20527 -0.064 -0.029 0.024
C -2.94675 -2.15099 3.12741 0.237 0.216 0.151
O -1.82357 -1.26799 3.19407 -0.248 -0.055 -0.222
H -2.74324 -2.88173 2.35102 -0.009 -0.012 0.028
H -3.07813 -2.67141 4.08185 -0.062 -0.058 -0.046
H -3.86265 -1.61505 2.87773 -0.053 -0.026 -0.003
H -2.00457 -0.62820 3.89160 0.196 -0.105 0.196
C -5.70123 -2.23881 -0.32252 -0.083 -0.023 0.181
O -5.71713 -1.95664 1.07372 -0.035 -0.056 -0.206
H -5.41226 -3.28071 -0.43103 0.007 -0.026 0.001
H -6.68776 -2.10062 -0.77411 0.013 -0.017 -0.009
H -4.97658 -1.62307 -0.85593 0.074 0.058 -0.035
H -5.97255 -1.03883 1.18796 -0.016 0.068 0.042
C 5.27667 2.93020 0.51848 -0.020 -0.111 0.007
O 4.75894 1.60091 0.54393 0.055 0.115 -0.069
H 4.42589 3.60075 0.43653 -0.021 0.008 -0.002
H 5.82107 3.16239 1.43595 -0.004 0.018 0.001
H 5.93224 3.08778 -0.34078 -0.004 0.015 -0.001
H 5.49310 0.98709 0.62513 0.018 -0.071 0.064
C 2.70526 2.47852 -6.08375 -0.105 -0.166 0.012
O 1.90463 1.45060 -6.65637 0.088 0.096 0.010
H 3.05758 3.10521 -6.89738 0.031 0.033 0.001
H 2.12924 3.09809 -5.39264 0.036 0.038 0.002
H 3.57335 2.06633 -5.55989 0.012 0.025 -0.001
H 1.58848 0.89736 -5.93636 -0.065 -0.019 0.067
C -1.03653 -5.62011 0.76918 0.029 0.131 0.030
O -1.21233 -4.34175 1.36933 0.022 -0.208 -0.118
H -1.88770 -6.22898 1.06356 -0.019 -0.013 0.006
H -1.01200 -5.55494 -0.32169 -0.009 -0.021 -0.005
H -0.12095 -6.10594 1.11626 -0.009 -0.022 -0.003
H -0.46533 -3.79205 1.12060 0.034 0.091 0.041
C -2.42589 0.78647 -4.21203 0.047 -0.050 0.077
O -2.16764 -0.52980 -3.73571 -0.035 0.076 -0.043
H -2.53321 0.71910 -5.29192 -0.007 -0.004 -0.021
H -3.35121 1.19420 -3.79427 0.012 -0.008 -0.022
H -1.59947 1.46404 -3.98176 0.006 0.006 -0.016
H -2.05645 -0.48198 -2.78190 0.071 -0.041 0.006
C -0.85972 0.59084 6.69624 -0.101 -0.013 -0.005
O -1.75495 -0.30010 6.03930 0.081 0.131 -0.082
H -0.61771 1.38731 5.99617 -0.007 -0.021 -0.052
H -1.32720 1.01937 7.58219 0.069 0.043 0.039
H 0.06534 0.08628 6.98677 0.014 0.018 -0.008
H -1.98042 -0.99432 6.66266 -0.115 -0.017 0.058
C -3.59336 0.38094 10.03151 0.069 -0.068 -0.055
O -2.53988 -0.29662 9.35171 -0.077 -0.006 0.015
H -3.73549 1.33264 9.52641 -0.004 0.019 -0.012
H -4.52874 -0.18161 9.98681 -0.012 0.016 -0.001
H -3.33774 0.57280 11.07622 -0.009 0.016 0.000
H -2.40059 -1.14136 9.78560 0.034 -0.052 0.043
C 0.22584 5.60774 -7.21414 0.105 -0.057 -0.020
O 1.59080 5.37031 -7.53668 -0.123 0.074 0.013
H 0.20660 6.41891 -6.49068 -0.003 0.018 0.014
H -0.35109 5.90940 -8.09235 -0.016 0.010 0.012
H -0.24074 4.72620 -6.76567 -0.015 0.011 0.007
H 1.61958 4.65309 -8.17424 0.034 -0.061 -0.037
```
Forces are in eV/Å.

The value obtained for the energy above the lowest of the compared OMol25 structures with the same formula, charge and spin is 421.7 kJ/mol. Its SMILES is [H]/N=C/CNC(=O)ONCC.CO.CO.CO.CO.CO.CO.CO.CO.CO.



Density functional theory data (ωB97M-V/def2-TZVPD) for a structure of composition C5H10Si in a non-equilibrium geometry.

XYZ file:
```
16
Properties=species:S:1:pos:R:3:forces:R:3
C 1.36963 0.63021 -1.66784 -1.501 -1.937 1.399
C 0.64774 -1.66811 1.00595 -1.105 0.745 -0.170
C 0.75483 1.35750 -0.78076 -3.709 1.255 2.608
C 0.63345 -0.36635 1.20755 1.861 0.957 1.997
C -0.28634 0.65494 0.65572 2.652 0.441 -2.296
Si -1.86434 -0.04189 -0.03238 -0.122 1.091 0.676
H 1.87677 0.99430 -2.47057 1.272 1.400 -2.117
H 1.20591 -0.43589 -1.70861 0.522 -0.450 0.558
H 1.43229 -2.19871 1.41724 1.351 -1.298 0.773
H -0.15395 -2.20904 0.56940 -0.474 -0.403 -0.780
H 0.48884 2.44093 -0.95019 0.962 -1.092 0.601
H 1.49105 -0.04071 1.92830 -1.477 -0.010 -1.579
H -0.51116 1.45003 1.39809 0.313 -0.196 -0.794
H -2.74092 -0.35600 1.07706 -0.478 0.169 0.619
H -1.99049 -1.22376 -0.77968 0.588 -1.374 -1.018
H -2.35332 1.01254 -0.86929 -0.656 0.701 -0.477
```
Forces are in eV/Å.

The value obtained for the energy above the lowest of the compared OMol25 structures with the same formula, charge and spin is 283.7 kJ/mol.



Density functional theory data (ωB97M-V/def2-TZVPD) for a structure of composition C31H30FNO5PdSb.

XYZ file:
```
70
Properties=species:S:1:pos:R:3:forces:R:3
Pd 0.41600 -0.86103 -0.67937 -0.237 -0.408 -0.688
O 2.10423 1.80061 -0.32792 0.017 0.074 -0.265
C 3.35314 2.44617 -0.28352 0.037 0.048 -0.017
C 4.31724 1.94297 -1.35515 0.037 -0.072 0.047
N 4.52379 0.46466 -1.30804 -0.041 0.027 0.027
C 4.98370 -0.10038 -0.26864 -0.002 -0.041 -0.003
C 2.41440 0.16045 2.01204 -0.197 -0.070 -0.215
O 2.78036 1.15990 2.46556 0.001 -0.084 0.222
O 2.08119 -0.84391 1.53037 0.203 0.133 0.284
C 4.12485 -0.33177 -2.48567 0.041 -0.216 -0.185
C 2.58880 -0.56056 -2.38471 0.127 0.699 0.042
O 2.23205 -1.66974 -1.95492 -0.110 0.096 0.266
O 1.89322 0.45246 -2.62220 0.047 -0.224 0.056
H 1.83399 1.76154 -1.27079 -0.049 -0.261 0.391
H 3.76397 2.30195 0.71772 -0.029 0.042 -0.106
H 3.24992 3.52420 -0.44285 0.062 0.031 0.015
H 5.29707 2.40559 -1.23338 -0.024 0.042 -0.038
H 3.93431 2.16584 -2.34593 -0.015 -0.023 -0.042
H 5.24406 0.49542 0.59856 -0.030 0.027 -0.023
H 5.11821 -1.17477 -0.25784 -0.029 0.003 -0.015
H 4.65831 -1.27715 -2.45362 0.008 0.000 0.000
H 4.38711 0.23215 -3.37793 -0.022 0.003 0.033
C -2.52008 4.34807 -2.68349 0.000 0.000 -0.001
C -3.28227 4.12101 -1.54445 0.002 0.005 -0.001
C -3.01427 3.02536 -0.73769 -0.010 -0.016 0.000
C -1.97570 2.15872 -1.06971 0.028 0.018 -0.024
C -1.21613 2.38348 -2.21459 0.017 0.024 0.022
C -1.49154 3.48078 -3.02075 0.005 0.002 0.005
Sb -1.55032 0.46600 0.10163 0.166 -0.049 0.066
C -3.43472 -0.45509 0.30530 -0.004 0.007 0.004
C -4.08026 -0.54314 1.53351 0.005 0.019 0.018
C -5.32254 -1.15893 1.61971 -0.005 -0.002 -0.007
C -5.91878 -1.68378 0.48298 0.005 0.000 0.002
C -5.27716 -1.59451 -0.74548 -0.003 -0.001 0.003
C -4.03571 -0.98388 -0.83506 0.007 0.001 -0.003
C -1.16074 1.22341 2.03487 0.009 0.018 -0.007
C -0.91309 0.31220 3.06163 0.003 -0.008 -0.005
C -0.57481 0.76236 4.32953 0.012 -0.009 0.003
C -0.46704 2.12536 4.57367 -0.001 0.010 -0.002
C -0.70165 3.03456 3.55297 -0.001 0.002 0.008
C -1.04803 2.58669 2.28423 -0.011 0.003 -0.003
H -2.73555 5.20083 -3.31379 -0.001 0.000 0.001
H -4.08983 4.79431 -1.28876 0.000 -0.001 0.001
H -3.62256 2.84542 0.14191 0.000 -0.003 0.001
H -0.41777 1.69979 -2.48684 -0.013 -0.016 -0.014
H -0.90723 3.65276 -3.91534 -0.001 -0.001 -0.001
H -3.62763 -0.12565 2.42535 0.002 -0.002 -0.004
H -5.82540 -1.22341 2.57566 0.001 -0.001 0.001
H -6.88689 -2.16180 0.55231 -0.001 0.001 0.001
H -5.74449 -1.99950 -1.63337 0.001 0.000 0.000
H -3.54561 -0.91256 -1.80068 0.003 -0.005 0.003
H -0.98686 -0.75559 2.87807 0.007 0.004 0.000
H -0.39577 0.05159 5.12607 -0.003 -0.001 0.000
H -0.20025 2.47753 5.56129 -0.001 0.001 0.001
H -0.61686 4.09646 3.74358 0.000 0.000 -0.002
H -1.22599 3.30485 1.49261 -0.001 0.002 -0.005
F 3.31423 -6.34325 0.09244 0.018 -0.014 0.005
C 2.33892 -5.43167 -0.04900 -0.012 0.005 -0.022
C 1.83866 -5.18465 -1.31416 0.021 -0.007 0.013
C 0.84379 -4.23617 -1.45260 -0.014 0.020 -0.003
C 0.34150 -3.55184 -0.34234 0.034 0.013 -0.008
C -0.70884 -2.53401 -0.48953 -0.026 0.202 0.199
C 0.87084 -3.83925 0.91934 0.011 -0.002 0.005
C 1.87375 -4.77837 1.07720 0.000 0.011 0.000
H 2.23218 -5.72878 -2.16134 -0.001 -0.002 0.000
H 0.44982 -4.01273 -2.43582 -0.001 -0.002 0.002
H -1.36727 -2.47071 0.37376 -0.051 -0.056 -0.027
H -1.28628 -2.59922 -1.41064 0.009 0.006 -0.011
H 0.48442 -3.31871 1.78754 -0.004 0.001 0.002
H 2.28792 -5.01891 2.04647 -0.002 -0.003 0.003
```
Forces are in eV/Å.

As for the total charge: +1. The value obtained for the energy above the lowest of the compared OMol25 structures with the same formula, charge and spin is 0.0 kJ/mol.



no.,Kohn-Sham gap (eV),DFT total energy (a.u.)
1,8.84,-234.42731
2,9.74,-1553.26356
3,10.52,-485.85902
4,6.59,-2098.01152